{"formula": "C3H7ClN2", "method": "ωB97M-V with the def2-TZVPD basis set", "elements": ["C", "C", "C", "H", "H", "H", "H", "H", "H", "H", "N", "N", "Cl"], "coordinates": [[-0.6563, 0.3160, -0.4032], [0.1671, -0.5856, 0.4763], [0.7818, 0.7834, -0.2286], [-1.6872, 1.5457, 1.1615], [-1.5806, 1.9872, -0.5531], [-0.8467, -0.0728, -1.4216], [0.3859, -0.4601, 1.5370], [0.8358, -2.5292, 1.3476], [1.1177, -2.1572, -0.9538], [1.2914, 1.5380, 0.4677], [-1.7746, 1.2101, 0.0795], [0.2274, -1.8852, 0.1223], [1.7384, 0.3097, -1.6317]], "forces_ev_per_a": [[-0.531, 1.881, 2.267], [0.245, 3.875, 0.257], [0.877, -2.009, 0.135], [0.172, -1.093, -3.683], [-0.688, 0.533, 0.740], [0.038, 0.130, 0.832], [-1.159, 0.597, -0.182], [-1.609, 1.905, -4.591], [-2.803, 1.322, 3.972], [-1.305, -1.119, -1.271], [1.309, -0.221, 1.751], [4.935, -6.262, -0.160], [0.517, 0.461, -0.066]], "mulliken_charge": [-0.399, -0.156, -0.088, 0.294, 0.302, 0.337, 0.310, 0.263, 0.274, 0.348, -0.617, -0.638, -0.229], "de_lowest_kj_mol": 615.2, "largest_force_ev_per_a": 7.97}